Entry 1:
The following is a quantum chemistry calculation of 2 unconnected molecules or ions with the total composition C4H6I2O at a distorted geometry, from OMol25.

Values from the calculation:
Energy above the lowest of the compared OMol25 structures with the same formula, charge and spin ... 108.6 kcal/mol
E_HOMO ... -7.87 eV
Spin multiplicity ... 1
LUMO level ... 0.146 eV
Gap between HOMO and LUMO ... 8.02 eV

CARTESIAN COORDINATES (ANGSTROEM)
C -1.222 -1.987 -0.684
C -0.139 -1.356 -0.313
C -0.250 1.838 0.690
C 0.791 1.460 -0.338
O 1.830 0.766 -0.330
I -1.862 -4.010 -0.473
I 1.462 -2.214 0.709
H -2.023 -1.336 -1.187
H -0.029 2.824 0.983
H -0.236 1.296 1.700
H -1.078 1.645 0.125
H 0.479 1.857 -1.386
H 2.277 -0.783 0.504

=====

Entry 2:
The following is a quantum chemistry calculation of a molecular structure, C2HgO4 at a distorted geometry, from OMol25.

Values from the calculation:
Energy above the lowest of the compared OMol25 structures with the same formula, charge and spin ... 14.2 kcal/mol
E_HOMO (alpha / beta) ... -7.51 / -11.28 eV
Spin multiplicity ... 3
LUMO level (alpha / beta) ... -0.403 / -3.994 eV
Gap between HOMO and LUMO (alpha / beta) ... 7.11 / 7.29 eV

CARTESIAN COORDINATES (ANGSTROEM)
C 0.283 -0.519 -0.090
O 0.706 -1.525 0.492
O 0.378 -0.245 -1.289
Hg 1.579 -2.380 -1.572
O -0.431 0.517 0.863
O -1.547 2.515 1.066
C -0.968 1.637 0.530

=====

Entry 3:
The following is a quantum chemistry calculation of 6 unconnected molecules or ions with the total composition C49H87FN3O14 at a distorted geometry, from OMol25.

Values from the calculation:
E_HOMO ... -10.90 eV
Spin multiplicity ... 1
LUMO level ... -4.268 eV
Gap between HOMO and LUMO ... 6.63 eV
Net charge ... +1

CARTESIAN COORDINATES (ANGSTROEM)
C -6.579 2.278 -2.016
C -5.993 2.329 -0.590
C -4.743 3.272 -0.441
F -4.233 3.679 -1.649
C -3.710 2.500 0.380
C -3.092 1.429 -0.235
O -3.350 1.114 -1.549
C -2.375 1.746 -2.385
O -1.309 2.078 -1.943
C -2.678 2.048 -3.832
C -3.888 2.513 -4.313
C -4.086 2.786 -5.651
C -3.067 2.580 -6.557
C -1.844 2.140 -6.079
C -1.644 1.880 -4.745
C -2.182 0.623 0.463
C -1.536 -0.613 -0.140
O -1.652 -1.630 0.515
O -0.925 -0.617 -1.318
C -0.519 -1.958 -1.705
C 0.165 -1.998 -3.106
C -0.307 -0.889 -4.081
C -0.409 -1.414 -5.532
N -1.700 -2.065 -5.818
C -1.906 0.991 1.791
C -0.936 0.112 2.567
N 0.387 0.068 1.950
C 1.005 -1.245 2.021
C -2.522 2.086 2.349
C -2.167 2.391 3.816
O -0.859 2.927 3.962
C -0.523 3.881 3.001
C -0.995 5.329 3.092
O 0.198 3.551 2.097
N -3.405 2.825 1.648
C -4.053 4.002 2.258
C -5.456 3.609 2.781
O -6.447 3.932 2.191
O -5.468 2.892 3.955
C -6.054 1.590 3.815
C -5.147 0.429 3.432
O -7.217 1.442 4.030
H -7.554 1.776 -1.982
H -5.946 1.617 -2.621
H -6.633 3.250 -2.514
H -5.735 1.300 -0.305
H -6.790 2.647 0.092
H -5.118 4.166 0.060
H -4.724 2.699 -3.657
H -5.059 3.136 -5.986
H -3.206 2.778 -7.616
H -1.020 1.999 -6.777
H -0.650 1.553 -4.463
H -1.361 -2.654 -1.744
H 0.243 -2.288 -0.988
H -0.131 -2.956 -3.564
H 1.256 -2.035 -3.028
H -1.241 -0.398 -3.781
H 0.461 -0.098 -4.057
H 0.420 -2.130 -5.647
H -0.227 -0.603 -6.252
H -2.367 -1.816 -5.096
H -1.564 -3.068 -5.780
H -1.394 -0.895 2.585
H -0.811 0.404 3.614
H 0.404 0.445 1.013
H 1.672 -1.350 2.891
H 1.627 -1.450 1.139
H 0.285 -2.080 2.083
H -2.176 1.439 4.355
H -2.929 3.005 4.315
H -1.443 5.602 2.127
H -0.165 6.028 3.246
H -1.742 5.412 3.893
H -4.103 4.814 1.533
H -3.480 4.383 3.103
H -4.787 0.519 2.396
H -5.725 -0.498 3.471
H -4.306 0.329 4.128
C 5.564 -1.677 -6.264
C 4.483 -0.685 -5.868
O 3.871 -0.974 -4.623
C 4.730 -0.992 -3.492
C 5.438 0.327 -3.239
H 5.156 -2.689 -6.302
H 5.968 -1.424 -7.245
H 6.392 -1.684 -5.555
H 3.686 -0.714 -6.611
H 4.874 0.338 -5.871
H 5.448 -1.813 -3.578
H 4.098 -1.225 -2.633
H 6.092 0.607 -4.066
H 6.049 0.260 -2.338
H 4.711 1.132 -3.110
C -0.394 -1.368 8.810
C -1.239 -1.037 7.593
O -0.504 -0.998 6.379
C 0.152 -2.200 6.005
C -0.792 -3.375 5.811
H 0.418 -0.646 8.918
H -1.006 -1.345 9.713
H 0.056 -2.359 8.739
H -1.668 -0.042 7.719
H -2.082 -1.731 7.504
H 0.939 -2.445 6.726
H 0.655 -1.990 5.059
H -1.318 -3.633 6.730
H -0.237 -4.255 5.484
H -1.546 -3.137 5.057
C 3.824 7.085 2.570
C 2.785 8.105 3.003
O 2.172 7.806 4.247
C 3.036 7.727 5.370
C 3.796 9.012 5.649
H 3.380 6.090 2.508
H 4.229 7.350 1.593
H 4.658 7.030 3.271
H 1.980 8.126 2.266
H 3.212 9.113 3.023
H 3.724 6.882 5.259
H 2.399 7.497 6.225
H 4.456 9.285 4.825
H 4.408 8.900 6.545
H 3.101 9.839 5.802
C 6.455 -4.435 0.671
C 5.322 -3.714 -0.039
O 5.486 -3.633 -1.444
C 5.571 -4.868 -2.138
C 4.340 -5.741 -1.970
H 7.408 -3.947 0.460
H 6.290 -4.429 1.749
H 6.541 -5.474 0.353
H 5.277 -2.685 0.319
H 4.356 -4.172 0.205
H 6.478 -5.407 -1.844
H 5.690 -4.618 -3.193
H 4.178 -6.024 -0.929
H 4.442 -6.657 -2.554
H 3.446 -5.210 -2.307
C 0.107 -6.545 -1.142
C -0.768 -6.163 -2.324
O -0.052 -6.030 -3.539
C 0.630 -7.187 -4.001
C -0.286 -8.371 -4.256
H 0.903 -5.809 -1.002
H -0.487 -6.598 -0.228
H 0.581 -7.516 -1.285
H -1.219 -5.188 -2.130
H -1.592 -6.874 -2.444
H 1.434 -7.455 -3.306
H 1.115 -6.905 -4.936
H -0.792 -8.701 -3.348
H 0.286 -9.214 -4.645
H -1.056 -8.106 -4.983

=====

Entry 4:
The following is a quantum chemistry calculation of a molecular structure, C26H35IN9O2PrSe2 at a distorted geometry, from OMol25.

Values from the calculation:
Energy above the lowest of the compared OMol25 structures with the same formula, charge and spin ... 1.3 kcal/mol
E_HOMO (alpha / beta) ... -13.38 / -13.38 eV
Spin multiplicity ... 3
LUMO level (alpha / beta) ... -5.562 / -5.546 eV
Gap between HOMO and LUMO (alpha / beta) ... 7.82 / 7.84 eV
Net charge ... +2

CARTESIAN COORDINATES (ANGSTROEM)
Pr 0.437 0.210 -0.642
C -1.457 -3.731 -2.846
C -2.209 -3.371 -1.636
N -3.098 -4.217 -1.211
C -3.905 -3.854 -0.171
C -3.841 -2.684 0.497
C -4.810 -2.285 1.584
O -5.630 -1.143 1.343
C -2.805 -1.840 0.125
C -2.801 -0.518 0.732
N -1.907 0.409 0.756
C -2.264 1.561 1.581
C -2.795 1.447 2.860
C -3.161 2.578 3.621
C -3.014 3.840 3.067
C -2.454 3.978 1.790
C -2.103 2.859 1.065
I -1.512 3.202 -0.934
C -1.952 -2.132 -0.955
O -0.989 -1.314 -1.343
H -2.109 -4.259 -3.522
H -0.543 -4.405 -2.685
H -1.027 -2.892 -3.366
H -4.690 -4.555 0.062
H -4.293 -1.995 2.505
H -5.434 -3.193 1.747
H -6.375 -1.441 0.796
H -3.723 -0.209 1.139
H -3.040 0.458 3.235
H -3.583 2.467 4.618
H -3.350 4.688 3.615
H -2.438 4.924 1.308
N 0.292 0.165 -5.369
C -0.261 -0.155 -4.191
N 0.354 0.516 -3.205
C 1.260 1.308 -3.923
N 1.254 1.099 -5.185
C 2.141 2.187 -3.159
C 3.204 2.832 -3.791
N 3.984 3.626 -3.074
C 3.580 3.916 -1.843
C 2.504 3.323 -1.240
N 1.794 2.384 -1.881
H -0.076 -0.070 -6.299
H -1.091 -0.846 -4.158
H 3.401 2.488 -4.802
H 4.267 4.593 -1.290
H 2.101 3.709 -0.342
C 4.612 -0.732 1.065
Se 3.722 0.811 0.243
C 3.979 2.138 1.581
C 3.030 2.094 2.765
Se 1.184 2.085 2.165
C 0.463 1.180 3.718
H 5.612 -0.450 1.133
H 4.563 -1.578 0.342
H 4.141 -0.935 2.021
H 4.033 3.108 1.065
H 4.993 2.027 1.924
H 3.138 2.962 3.380
H 3.237 1.165 3.262
H 0.153 1.885 4.506
H 1.246 0.530 4.111
H -0.395 0.647 3.264
N 0.584 -1.751 1.111
C 1.489 -2.856 0.731
C 1.483 -3.077 -0.772
N 1.921 -1.901 -1.598
H 0.585 -1.635 2.101
H -0.343 -2.089 0.968
H 1.215 -3.780 1.230
H 2.517 -2.580 1.051
H 0.460 -3.216 -1.094
H 2.061 -3.901 -1.124
H 1.544 -1.997 -2.517
H 2.938 -1.811 -1.612

=====

Entry 5:
The following is a quantum chemistry calculation of a molecular structure, C18H27Br4O5SSiTb at a distorted geometry, from OMol25.

Values from the calculation:
E_HOMO (alpha / beta) ... -8.21 / -8.21 eV
Spin multiplicity ... 7
LUMO level (alpha / beta) ... -0.528 / -0.045 eV
Gap between HOMO and LUMO (alpha / beta) ... 7.68 / 8.17 eV

CARTESIAN COORDINATES (ANGSTROEM)
Tb -0.445 2.256 -0.063
C 2.651 1.565 -0.554
C 2.031 0.250 -1.032
C 2.565 -0.920 -0.216
C 2.297 0.048 -2.519
O 0.595 0.396 -0.826
Si -0.649 -0.785 -0.871
S -2.301 0.526 -0.791
O -0.391 -1.609 -2.227
C -0.974 -2.821 -2.746
C -0.897 -2.705 -4.262
C -0.135 -3.993 -2.244
C -2.420 -2.954 -2.282
O -0.510 -1.818 0.371
C -0.799 -1.746 1.782
C 0.106 -2.783 2.435
C -0.498 -0.355 2.331
C -2.268 -2.095 1.990
H 3.734 1.523 -0.652
H 2.413 1.743 0.498
H 2.295 2.404 -1.162
H 3.633 -1.034 -0.404
H 2.058 -1.844 -0.496
H 2.416 -0.747 0.851
H 3.369 -0.017 -2.706
H 1.892 0.885 -3.091
H 1.819 -0.867 -2.862
H 0.139 -2.569 -4.573
H -1.479 -1.849 -4.605
H -1.289 -3.611 -4.727
H 0.892 -3.902 -2.603
H -0.547 -4.938 -2.600
H -0.128 -3.994 -1.154
H -2.994 -2.068 -2.557
H -2.456 -3.060 -1.195
H -2.880 -3.831 -2.737
H 1.155 -2.528 2.273
H -0.081 -3.764 1.996
H -0.084 -2.830 3.508
H 0.516 -0.048 2.071
H -0.582 -0.341 3.417
H -1.211 0.374 1.937
H -2.470 -3.105 1.630
H -2.896 -1.396 1.437
H -2.524 -2.039 3.049
Br -0.757 8.397 2.763
C -0.450 6.560 2.460
C -0.379 5.678 3.535
Br -0.608 6.285 5.306
C -0.129 4.331 3.291
Br -0.007 3.065 4.684
C 0.054 3.843 2.001
O 0.311 2.547 1.768
C -0.062 4.734 0.892
O 0.034 4.239 -0.344
C -0.292 6.083 1.159
Br -0.380 7.236 -0.330

=====

Entry 6:
The following is a quantum chemistry calculation of C2H4N2O2S in the gas phase at a distorted geometry, from OMol25.

Values from the calculation:
Energy above the lowest of the compared OMol25 structures with the same formula, charge and spin ... 100.7 kcal/mol
E_HOMO ... -9.92 eV
Spin multiplicity ... 1
SMILES ... [H]/N=C/N1CS1(=O)=O
LUMO level ... 0.231 eV
Gap between HOMO and LUMO ... 10.15 eV

CARTESIAN COORDINATES (ANGSTROEM)
C 1.163 0.765 -0.018
C -0.470 -1.475 -0.091
N 0.113 -0.087 -0.143
N 2.394 0.662 0.084
O -2.205 0.243 -1.291
O -2.025 0.508 1.237
S -1.550 -0.018 0.003
H 0.567 1.802 0.017
H -0.603 -1.847 -1.170
H -0.064 -2.078 0.772
H 2.680 1.525 0.600

=====

Entry 7:
The following is a quantum chemistry calculation of a molecular structure, C3H6DyO4 at a distorted geometry, from OMol25.

Values from the calculation:
Energy above the lowest of the compared OMol25 structures with the same formula, charge and spin ... 8.2 kcal/mol
E_HOMO (alpha / beta) ... -11.56 / -11.23 eV
Spin multiplicity ... 6
LUMO level (alpha / beta) ... -6.685 / -7.618 eV
Gap between HOMO and LUMO (alpha / beta) ... 4.87 / 3.61 eV
Net charge ... +1

CARTESIAN COORDINATES (ANGSTROEM)
O 1.806 -0.152 -0.362
C 0.815 -1.198 -0.354
C -0.292 -0.869 0.635
O -1.487 -0.572 -0.049
C -2.095 0.669 0.161
O -3.258 0.576 0.581
O -1.426 1.691 -0.083
H 2.700 -0.514 -0.384
H 1.308 -2.145 -0.100
H 0.418 -1.269 -1.373
H 0.014 -0.038 1.286
H -0.498 -1.745 1.269
Dy 1.723 2.138 -0.376
H 0.270 3.428 -0.850

=====

Entry 8:
The following is a quantum chemistry calculation of CH3NS2 in the gas phase at a distorted geometry, from OMol25.

Values from the calculation:
Energy above the lowest of the compared OMol25 structures with the same formula, charge and spin ... 30.8 kcal/mol
E_HOMO ... -8.98 eV
Spin multiplicity ... 1
SMILES ... NSC=S
LUMO level ... -0.401 eV
Gap between HOMO and LUMO ... 8.58 eV

CARTESIAN COORDINATES (ANGSTROEM)
C 0.979 -0.829 -0.174
N -1.424 0.777 -0.111
S 2.026 0.421 -0.149
S -0.748 -0.840 -0.140
H -0.499 1.258 -0.448
H -1.741 1.041 0.866
H 1.408 -1.827 0.156

=====

Entry 9:
The following is a quantum chemistry calculation of a molecular structure, C6H11BrNO at a distorted geometry, from OMol25.

Values from the calculation:
Energy above the lowest of the compared OMol25 structures with the same formula, charge and spin ... 35.7 kcal/mol
E_HOMO (alpha / beta) ... -13.39 / -12.98 eV
Spin multiplicity ... 1
LUMO level (alpha / beta) ... -5.087 / -5.237 eV
Gap between HOMO and LUMO (alpha / beta) ... 8.30 / 7.75 eV
Net charge ... +1

CARTESIAN COORDINATES (ANGSTROEM)
C 1.032 0.924 1.348
C -0.100 0.095 1.768
C 2.223 0.246 0.878
C -1.003 0.190 0.599
C 0.659 0.128 -1.246
C -1.552 -0.864 -1.600
N -0.450 -0.520 -0.610
O 0.748 2.061 1.002
Br 0.454 1.937 -1.391
H 0.226 -0.984 1.836
H -0.441 0.284 2.809
H 2.983 0.945 0.461
H 2.299 -0.815 0.917
H -1.919 -0.339 0.768
H -1.246 1.206 0.137
H 1.510 -0.354 -1.695
H -2.333 -1.536 -1.356
H -2.052 0.057 -1.832
H -1.114 -1.292 -2.458
H 0.076 -1.367 -0.334

=====

Entry 10:
The following is a quantum chemistry calculation of C10H15NS in the gas phase at a distorted geometry, from OMol25.

Values from the calculation:
Energy above the lowest of the compared OMol25 structures with the same formula, charge and spin ... 149.4 kcal/mol
E_HOMO ... -7.87 eV
Spin multiplicity ... 1
SMILES ... C=[SH](=C)CCCc1ccncc1
LUMO level ... 0.494 eV
Gap between HOMO and LUMO ... 8.37 eV

CARTESIAN COORDINATES (ANGSTROEM)
C -0.821 -2.046 -2.865
C -1.070 0.327 -2.846
C -1.848 -1.940 -3.828
C -2.026 0.307 -3.816
C -0.404 -0.835 -2.321
C -0.106 2.265 1.663
C 1.431 0.821 3.736
C 0.627 -0.813 -1.283
C 0.079 -0.560 0.093
C 1.082 -0.305 1.152
N -2.393 -0.850 -4.353
S 0.388 0.862 2.491
H -0.465 -3.085 -2.611
H -0.796 1.243 -2.260
H -2.354 -2.939 -4.173
H -2.580 1.154 -4.152
H -0.228 2.069 0.607
H -0.298 3.268 2.164
H 1.198 0.235 4.630
H 2.200 1.599 3.880
H 1.259 -1.875 -1.361
H 1.373 -0.100 -1.609
H -0.530 -1.420 0.266
H -0.606 0.246 0.111
H 1.252 -1.158 1.697
H 2.008 -0.019 0.826
H -0.464 -0.073 3.088

=====

Entry 11:
The following is a quantum chemistry calculation of C3H4O3 in the gas phase at a distorted geometry, from OMol25.

Values from the calculation:
Energy above the lowest of the compared OMol25 structures with the same formula, charge and spin ... 56.4 kcal/mol
E_HOMO ... -10.09 eV
Spin multiplicity ... 1
SMILES ... O=CC(=O)CO
LUMO level ... 0.359 eV
Gap between HOMO and LUMO ... 10.45 eV

CARTESIAN COORDINATES (ANGSTROEM)
O 2.024 0.518 -0.138
C 1.100 -0.350 0.450
C -0.322 0.110 0.017
O -0.340 1.091 -0.706
C -1.843 -0.199 -0.041
O -2.328 -0.872 -0.909
H 1.597 0.888 -0.929
H 1.274 -1.390 0.135
H 1.264 -0.300 1.535
H -2.427 0.503 0.586

=====

Entry 12:
The following is a quantum chemistry calculation of C4H4O in the gas phase at a distorted geometry, from OMol25.

Values from the calculation:
Energy above the lowest of the compared OMol25 structures with the same formula, charge and spin ... 82.0 kcal/mol
E_HOMO ... -9.95 eV
Spin multiplicity ... 1
SMILES ... C#CC(C)=O
LUMO level ... -0.100 eV
Gap between HOMO and LUMO ... 9.86 eV

CARTESIAN COORDINATES (ANGSTROEM)
C -0.927 0.482 -0.181
C -0.091 -0.925 -0.060
O -0.757 -1.913 -0.111
C 1.316 -0.976 0.082
C 1.750 0.142 -0.065
H -1.183 0.654 -1.231
H -0.626 1.466 0.217
H -1.844 0.216 0.342
H 2.424 0.932 -0.134